i:
Density functional theory data (ωB97M-V/def2-TZVPD) for 2 unconnected molecules or ions with the total composition C5H12NP.

Positions of all 19 atoms, in Å:
H1 -1.98 0.42 1.75
P1 -0.15 1.11 -1.06
H2 2.65 -2.26 -0.24
C1 -2.74 -0.48 0.06
H3 0.74 2.14 -0.90
H4 3.39 1.35 0.02
H5 2.94 0.99 1.75
C2 -1.47 -0.31 0.96
C3 1.87 -1.37 -0.17
H6 -1.16 -1.34 1.46
C4 2.26 -0.19 0.14
H7 -3.37 0.43 -0.14
H8 0.55 0.27 -2.06
N1 -0.39 0.32 0.25
H9 0.93 -1.63 -0.50
C5 3.01 0.71 0.72
H10 -3.45 -1.04 0.63
H11 -1.17 1.73 -1.70
H12 -2.45 -0.84 -0.96

Calculated values
* orbital gap: 9.036 eV
* HOMO: -8.21 eV
* charge: 0
* LUMO energy: 0.826 eV
* 2S+1: 1

=====

ii:
Density functional theory data (ωB97M-V/def2-TZVPD) for 2 unconnected molecules or ions with the total composition C5H12NP.

Positions of all 19 atoms, in Å:
H1 1.06 2.35 -0.86
H2 0.15 2.68 0.52
H3 2.40 -1.75 0.22
C1 1.55 -1.54 0.81
C2 1.25 0.86 0.75
C3 1.02 2.20 0.21
H4 0.08 0.27 -1.87
H5 -0.75 -0.94 -0.75
C4 0.28 -0.58 -1.20
H6 -4.38 0.27 -0.82
H7 0.93 -2.41 0.66
C5 1.04 -0.30 0.14
H8 1.82 2.83 0.60
P1 -4.05 -1.27 1.02
H9 1.56 -1.34 1.80
H10 0.74 -1.34 -1.95
H11 1.64 0.77 1.74
H12 -2.69 -0.36 -0.73
N1 -3.65 -0.39 -0.28

Calculated values
* orbital gap (alpha / beta): 6.924 / 6.927 eV
* HOMO (alpha / beta): -7.07 / -7.06 eV
* charge: 0
* LUMO energy (alpha / beta): -0.141 / -0.138 eV
* 2S+1: 1

=====

Most stable: ii. Least stable: i.

=====

i:
Density functional theory data (ωB97M-V/def2-TZVPD) for a molecular structure, C2H7NOS.

Positions of all 12 atoms, in Å:
H1 0.59 -2.16 -1.63
O1 0.80 1.41 -1.92
S1 0.07 0.16 -1.46
H2 0.18 -0.75 1.42
H3 0.85 1.06 1.63
H4 1.86 -1.16 -1.02
H5 -1.10 0.10 -2.28
C1 -0.03 0.35 1.49
N1 -0.90 0.48 -0.14
H6 -0.96 0.55 2.09
H7 -1.06 1.55 -0.04
C2 0.78 -1.26 -1.05

Calculated values
* orbital gap (alpha / beta): 5.070 / 8.069 eV
* HOMO (alpha / beta): -4.42 / -10.48 eV
* charge: 0
* LUMO energy (alpha / beta): 0.645 / -2.416 eV
* 2S+1: 3
* <S²>: 2.01

=====

ii:
Density functional theory data (ωB97M-V/def2-TZVPD) for a molecular structure, C2H7NOS.

Positions of all 12 atoms, in Å:
H1 0.98 -0.29 1.78
H2 1.94 0.65 0.74
O1 -0.34 1.92 -0.15
H3 -2.84 -0.95 0.32
H4 0.16 -0.63 -2.12
H5 1.68 -0.90 0.33
C1 1.21 -0.09 0.82
C2 -2.19 -0.35 0.98
H6 -1.51 -1.03 1.52
H7 0.64 0.99 -2.32
N1 0.49 0.20 -1.75
S1 -0.22 0.49 -0.15

Calculated values
* orbital gap (alpha / beta): 8.005 / 8.117 eV
* HOMO (alpha / beta): -7.19 / -9.14 eV
* charge: 0
* LUMO energy (alpha / beta): 0.815 / -1.018 eV
* 2S+1: 3
* <S²>: 2.01

=====

Most stable: ii. Least stable: i.

=====

i:
Density functional theory data (ωB97M-V/def2-TZVPD) for a single C2H5N2P molecule.

Positions of all 10 atoms, in Å:
H1 3.33 0.43 -0.12
N1 -1.00 0.62 -0.09
H2 0.10 -1.26 0.47
H3 -2.38 -1.17 0.67
P1 -2.60 0.10 0.08
H4 1.22 1.52 -0.36
H5 -2.84 -0.56 -1.09
C1 1.45 0.54 0.06
N2 2.54 -0.07 0.06
C2 0.18 -0.14 0.30

Calculated values
* orbital gap (alpha / beta): 8.394 / 8.393 eV
* HOMO (alpha / beta): -9.26 / -9.26 eV
* charge: 0
* LUMO energy (alpha / beta): -0.863 / -0.863 eV
* 2S+1: 1

=====

ii:
Density functional theory data (ωB97M-V/def2-TZVPD) for a single C2H5N2P molecule.

Positions of all 10 atoms, in Å:
N1 -2.20 -0.23 1.94
H1 0.93 -1.16 -1.67
N2 0.43 0.20 -0.08
P1 -0.25 -0.79 -1.26
H2 -0.84 -1.89 -0.64
C1 -0.45 1.15 0.67
H3 1.17 -0.21 0.34
C2 -1.37 0.39 1.48
H4 -1.04 1.67 0.01
H5 0.13 1.79 1.21

Calculated values
* orbital gap: 9.830 eV
* HOMO: -9.07 eV
* charge: 0
* LUMO energy: 0.764 eV
* 2S+1: 1

=====

Most stable: ii. Least stable: i.

=====

i:
Density functional theory data (ωB97M-V/def2-TZVPD) for a molecular structure, C3HNO2.

Positions of all 7 atoms, in Å:
O1 1.69 0.46 1.77
C1 0.42 2.33 0.68
N1 -1.08 1.19 0.29
C2 0.99 0.98 0.96
C3 -0.17 0.35 0.21
O2 0.61 3.35 0.14
H1 -0.30 -0.70 -0.23

Calculated values
* orbital gap (alpha / beta): 7.607 / 7.710 eV
* HOMO (alpha / beta): -7.70 / -10.95 eV
* charge: 0
* LUMO energy (alpha / beta): -0.096 / -3.244 eV
* 2S+1: 3
* <S²>: 2.02

=====

ii:
Density functional theory data (ωB97M-V/def2-TZVPD) for a single C3HNO2 molecule.

Positions of all 7 atoms, in Å:
C1 -1.80 -0.21 0.16
N1 1.63 -0.57 -0.39
C2 -0.68 0.11 -0.10
C3 0.67 0.46 -0.19
H1 -2.85 0.01 0.36
O1 2.12 -1.48 0.25
O2 0.92 1.67 -0.10

Calculated values
* orbital gap (alpha / beta): 9.223 / 9.204 eV
* HOMO (alpha / beta): -9.78 / -11.21 eV
* charge: 0
* LUMO energy (alpha / beta): -0.554 / -2.003 eV
* 2S+1: 3
* <S²>: 2.02

=====

Most stable: i. Least stable: ii.

=====

i:
Density functional theory data (ωB97M-V/def2-TZVPD) for 2 unconnected molecules or ions with the total composition C2H3O3S.

Positions of all 9 atoms, in Å:
H1 -2.72 -0.94 1.05
H2 1.41 -0.95 -0.32
C1 0.81 0.04 -0.12
H3 -1.04 -0.33 0.10
O1 -2.91 -0.76 -0.84
O2 3.34 1.14 0.64
O3 1.38 1.00 -1.11
S1 1.90 1.42 0.48
C2 -2.17 -0.62 0.11

Calculated values
* orbital gap: 6.428 eV
* HOMO: -2.69 eV
* charge: -1
* LUMO energy: 3.740 eV
* 2S+1: 1

=====

ii:
Density functional theory data (ωB97M-V/def2-TZVPD) for 3 unconnected molecules or ions with the total composition C2H3O3S.

Positions of all 9 atoms, in Å:
C1 3.16 1.08 0.16
H1 -1.73 -2.41 0.21
O1 -3.26 1.12 0.48
H2 1.11 0.24 0.03
S1 -2.31 0.19 -0.27
O2 -2.10 -3.23 -0.01
O3 -0.96 0.74 -0.48
C2 2.04 0.68 -0.07
H3 4.06 1.59 -0.05

Calculated values
* orbital gap (alpha / beta): 6.809 / 4.277 eV
* HOMO (alpha / beta): -4.17 / -2.51 eV
* charge: -1
* LUMO energy (alpha / beta): 2.639 / 1.767 eV
* 2S+1: 1

=====

Most stable: i. Least stable: ii.

=====

i:
Density functional theory data (ωB97M-V/def2-TZVPD) for 2 unconnected molecules or ions with the total composition C4H10O3.

Positions of all 17 atoms, in Å:
O1 2.80 1.13 2.58
H1 0.39 -1.42 0.27
H2 2.03 0.73 0.26
H3 -2.18 -0.76 -3.73
O2 -1.65 -1.02 -1.24
O3 -2.84 -0.20 -3.30
C1 1.13 0.50 0.91
H4 -0.77 -0.55 1.21
H5 0.10 0.07 -1.64
C2 1.80 0.22 2.28
C3 -0.01 -0.41 0.42
H6 -2.28 -0.76 -2.09
H7 0.95 0.22 3.00
C4 -0.68 -0.02 -0.91
H8 2.25 -0.80 2.22
H9 0.56 1.50 1.02
H10 -1.14 0.96 -0.90

Calculated values
* orbital gap: 6.804 eV
* HOMO: 0.20 eV
* charge: -2
* LUMO energy: 7.008 eV
* 2S+1: 1

=====

ii:
Density functional theory data (ωB97M-V/def2-TZVPD) for a molecular structure, C4H10O3.

Positions of all 17 atoms, in Å:
H1 -1.43 1.18 0.87
H2 0.70 -0.54 0.72
O1 0.36 1.82 1.75
C1 -0.36 1.34 0.65
O2 -1.91 -2.35 -2.22
H3 -0.31 2.13 -0.14
O3 2.74 1.44 1.53
H4 0.90 0.19 -0.79
H5 -0.10 -1.42 -2.42
H6 3.06 1.51 2.40
C2 -1.04 -0.79 -0.56
H7 -1.39 -1.37 0.29
C3 0.15 0.05 -0.01
H8 1.48 1.58 1.62
C4 -0.77 -1.88 -1.66
H9 -1.90 -0.21 -0.88
H10 -0.18 -2.69 -1.14

Calculated values
* orbital gap: 6.391 eV
* HOMO: 0.55 eV
* charge: -2
* LUMO energy: 6.942 eV
* 2S+1: 1

=====

Most stable: i. Least stable: ii.

=====

i:
Density functional theory data (ωB97M-V/def2-TZVPD) for 2 unconnected molecules or ions with the total composition C3H5F2P.

Positions of all 11 atoms, in Å:
C1 0.57 -1.41 0.94
H1 -0.48 -1.33 1.05
H2 1.02 -2.26 1.28
H3 -1.41 2.41 -0.46
F1 1.00 1.49 -1.22
H4 -2.02 0.29 0.44
P1 -1.04 1.45 0.57
C2 0.27 0.68 -0.39
C3 1.04 -0.44 0.13
F2 -0.93 -0.29 -1.90
H5 1.96 -0.59 -0.44

Calculated values
* orbital gap: 8.408 eV
* HOMO: -9.94 eV
* charge: 0
* LUMO energy: -1.530 eV
* 2S+1: 1

=====

ii:
Density functional theory data (ωB97M-V/def2-TZVPD) for a single C3H5F2P molecule.

Positions of all 11 atoms, in Å:
C1 -1.14 0.75 -0.45
C2 -0.36 -0.54 0.24
H1 0.06 2.46 -1.79
H2 1.16 1.05 -0.73
P1 0.17 2.04 -0.44
H3 -0.35 -0.73 1.37
C3 0.11 -1.39 -0.61
F1 -1.52 0.34 -1.74
H4 0.17 -1.27 -1.64
H5 0.62 -2.25 -0.20
F2 -2.25 0.95 0.28

Calculated values
* orbital gap: 10.923 eV
* HOMO: -9.95 eV
* charge: 0
* LUMO energy: 0.975 eV
* 2S+1: 1

=====

iii:
Density functional theory data (ωB97M-V/def2-TZVPD) for 2 unconnected molecules or ions with the total composition C3H5F2P.

Positions of all 11 atoms, in Å:
H1 1.31 1.69 -0.33
C1 -0.48 0.78 -0.11
H2 0.39 2.42 0.93
P1 0.98 -1.53 -1.52
H3 -1.05 -3.30 0.59
H4 -1.04 1.39 -0.88
F1 -1.20 0.08 0.86
H5 1.19 0.85 1.17
C2 0.17 -0.34 -0.93
C3 0.68 1.54 0.51
F2 -0.94 -3.58 -0.29

Calculated values
* orbital gap: 10.399 eV
* HOMO: -9.71 eV
* charge: 0
* LUMO energy: 0.691 eV
* 2S+1: 1

=====

Most stable: ii. Least stable: i.

=====

i:
Density functional theory data (ωB97M-V/def2-TZVPD) for a molecular structure, C30H35N3O6S3Ti.

Positions of all 78 atoms, in Å:
C1 3.56 3.74 -3.52
H1 -7.17 -1.96 -0.78
H2 0.42 1.63 4.09
C2 -2.07 -2.35 3.35
H3 1.99 2.23 3.60
O1 -5.26 -2.27 -1.56
C3 1.85 -3.24 0.33
S1 -3.00 -1.15 -1.25
H4 3.73 4.31 -6.43
C4 1.83 0.10 3.65
C5 -6.68 -2.38 -1.66
H5 -0.73 3.87 0.55
H6 2.81 5.47 -5.47
C6 0.87 -5.08 -1.51
C7 -2.64 0.05 0.47
C8 2.38 -4.53 0.25
H7 -2.28 2.14 -0.84
O2 1.42 0.78 -0.63
N1 -1.41 0.61 0.29
H8 1.68 3.64 1.98
H9 1.54 0.46 -3.74
H10 3.53 -1.11 3.09
O3 2.91 -0.80 -1.72
N2 2.11 -1.12 1.55
C9 2.44 -2.33 1.30
C10 2.85 1.67 -2.55
S2 -5.62 0.31 -1.14
H11 3.20 -4.80 0.92
H12 -5.00 -0.62 1.55
H13 -7.04 -1.85 -2.54
C11 -4.73 -1.07 -1.32
C12 -1.26 2.98 0.90
H14 3.26 -2.76 1.87
H15 -2.25 3.32 1.20
H16 -0.50 3.25 2.88
H17 -1.23 -2.82 3.85
H18 -6.88 -3.44 -1.74
H19 1.30 2.98 0.37
H20 2.33 -6.44 -0.70
H21 1.50 2.07 -5.62
O4 3.81 0.95 -0.24
C13 -0.62 2.42 2.16
H22 1.04 -0.64 3.77
C14 1.23 1.48 3.38
C15 2.10 1.39 -3.68
O5 -0.54 -1.13 2.04
C16 1.90 -5.45 -0.65
C17 -3.37 -2.63 3.72
S3 2.82 0.54 -1.20
H23 -0.53 2.07 -0.93
H24 0.48 -5.79 -2.23
C18 -1.81 -1.45 2.32
C19 0.32 -3.81 -1.46
C20 2.09 2.29 -4.73
H25 -0.49 -3.51 -2.11
O6 0.27 -1.67 -0.51
H26 2.34 0.18 4.61
H27 4.14 4.65 -3.46
C21 1.63 2.73 1.37
H28 -1.28 1.69 2.62
C22 2.82 -0.42 2.61
H29 1.97 4.29 -6.47
C23 2.83 4.44 -5.82
H30 -5.45 -2.18 3.40
C24 2.82 3.48 -4.67
H31 3.40 0.39 2.16
H32 4.17 3.04 -1.57
C25 -2.87 -0.85 1.62
H33 -3.49 0.70 0.24
C26 3.58 2.84 -2.46
C27 -1.38 1.96 -0.25
H34 -3.56 -3.33 4.52
Ti1 0.34 -0.27 0.65
N3 0.71 1.76 2.00
C28 -4.18 -1.11 2.05
C29 -4.43 -1.99 3.09
H35 2.62 2.30 1.28
C30 0.80 -2.88 -0.54

Calculated values
* orbital gap: 7.387 eV
* HOMO: -7.85 eV
* charge: 0
* LUMO energy: -0.462 eV
* 2S+1: 1

=====

ii:
Density functional theory data (ωB97M-V/def2-TZVPD) for a molecular structure, C30H35N3O6S3Ti.

Positions of all 78 atoms, in Å:
O1 -0.88 2.92 0.22
H1 1.55 -3.43 1.66
H2 2.19 -1.00 -4.02
H3 3.34 -1.51 -1.39
C1 3.82 4.16 -0.19
C2 -3.17 0.68 -2.76
C3 -3.85 -3.10 -1.09
C4 2.62 3.73 -0.73
C5 -2.73 -2.46 0.95
C6 5.45 4.37 1.72
H4 -3.83 -2.79 2.76
C7 4.15 3.88 1.13
C8 1.35 -2.82 -0.34
H5 2.46 -0.04 -1.87
H6 5.34 5.38 2.12
C9 1.06 -2.22 -2.63
H7 1.35 2.18 2.03
H8 1.18 -0.42 1.65
H9 2.36 3.94 -1.76
O2 -2.30 0.29 -0.60
C10 -1.53 -2.07 1.66
H10 -1.81 0.82 -4.42
C11 -4.26 1.03 -3.56
C12 -5.49 1.30 -3.00
H11 5.78 3.72 2.53
H12 0.24 0.57 -4.56
C13 2.75 0.14 6.60
H13 3.07 -0.87 6.36
O3 -1.67 -2.19 -1.18
N1 1.23 -1.65 -1.26
O4 0.19 2.77 -2.00
C14 -3.34 0.62 -1.37
H14 2.51 0.22 7.66
C15 1.66 -2.49 1.12
C16 1.54 0.48 4.57
C17 -4.96 -3.47 -0.36
C18 0.43 0.11 -3.59
S1 0.04 0.91 3.91
H15 -6.33 1.57 -3.62
H16 -6.60 1.47 -1.16
N2 -0.54 -1.47 1.11
H17 3.50 2.91 2.94
H18 0.10 -2.73 -2.64
H19 2.59 -0.45 -0.17
H20 1.84 -2.98 -2.78
C19 2.48 -0.87 -1.17
H21 -3.83 -3.19 -2.17
S2 2.94 0.06 3.71
H22 -4.66 0.88 0.28
H23 -4.12 1.10 -4.63
C20 0.77 -1.42 1.76
H24 0.73 -1.73 -4.65
C21 -5.64 1.24 -1.61
H25 -5.83 -3.86 -0.87
C22 -2.73 -2.57 -0.46
H26 0.42 -3.38 -0.42
C23 -4.57 0.92 -0.79
Ti1 -0.74 -0.57 -0.74
H27 -5.84 -3.65 1.60
C24 1.74 3.03 0.08
H28 -1.43 -2.37 2.70
H29 2.70 -2.18 1.25
O5 1.56 0.48 5.91
H30 4.52 4.71 -0.81
H31 0.66 -1.58 2.83
C25 -3.86 -2.87 1.68
C26 -4.97 -3.35 1.03
C27 3.25 3.17 1.91
H32 1.05 0.82 -3.03
H33 2.15 -3.47 -0.73
C28 2.04 2.74 1.40
O6 0.36 0.93 -0.42
S3 0.21 2.48 -0.58
H34 3.56 0.82 6.34
C29 1.14 -1.22 -3.78
H35 6.24 4.40 0.96
N3 -0.82 0.01 -2.83
C30 -1.87 0.48 -3.38

Calculated values
* orbital gap: 5.122 eV
* HOMO: -6.35 eV
* charge: 0
* LUMO energy: -1.231 eV
* 2S+1: 1

=====

Most stable: i. Least stable: ii.